1.
Molecular formula: C28H60BClO8Si
Method: DFT, ωB97M-V/def2-TZVPD

Atoms and positions in Å:
1 C -0.49056 -0.62704 -2.72591
2 C -0.52106 -1.59708 -1.51207
3 Cl -2.19009 -1.47759 -0.76973
4 C -0.27444 -3.08172 -1.89908
5 Si 1.20426 -3.89322 -1.01240
6 C 1.30636 -5.68170 -1.71381
7 B 1.93518 -5.68029 -3.18195
8 O 3.15288 -5.03197 -3.45127
9 O 1.30010 -6.35578 -4.26408
10 H 0.31525 0.10684 -2.60811
11 H -1.43319 -0.08584 -2.83132
12 H -0.32637 -1.17959 -3.65744
13 H 0.20799 -1.24434 -0.77995
14 H -0.14205 -3.20081 -2.98370
15 H -1.16967 -3.65678 -1.63052
16 H 2.46619 -3.16391 -1.18685
17 H 0.97264 -4.04365 0.43652
18 H 0.25712 -5.99536 -1.83326
19 H 1.82986 -6.34910 -1.02177
20 H 3.09065 -4.59242 -4.29046
21 H 0.54265 -5.84480 -4.53536
22 C 1.02242 4.59917 -2.86200
23 C 2.40455 4.52297 -3.49225
24 C 2.82843 3.10640 -3.13884
25 O 1.62887 2.32430 -3.07299
26 C 0.49176 3.19782 -3.09118
27 H 0.38607 5.37020 -3.29458
28 H 1.10844 4.78948 -1.78930
29 H 2.32495 4.63358 -4.57746
30 H 3.10054 5.27627 -3.12436
31 H 3.30882 3.07074 -2.15516
32 H 3.50848 2.67083 -3.87257
33 H 0.00931 3.10800 -4.07117
34 H -0.22024 2.88831 -2.32420
35 C -1.57271 4.94544 2.29510
36 C -1.32494 6.40308 1.94458
37 C -0.58745 6.28188 0.62082
38 O -1.07370 5.09179 -0.01161
39 C -1.84073 4.33536 0.93162
40 H -2.39421 4.79467 2.99597
41 H -0.67076 4.51035 2.72696
42 H -2.27802 6.91969 1.79906
43 H -0.75520 6.94625 2.69856
44 H 0.49117 6.16619 0.77834
45 H -0.75192 7.13690 -0.03705
46 H -2.89814 4.41898 0.65609
47 H -1.55036 3.28404 0.87550
48 C 0.96497 4.85754 6.92608
49 C 2.15671 5.44813 6.19354
50 C 2.02023 4.82068 4.81695
51 O 0.61689 4.61577 4.59246
52 C -0.08401 4.81287 5.82948
53 H 0.64844 5.43856 7.79136
54 H 1.19896 3.84399 7.26269
55 H 2.04981 6.53391 6.12296
56 H 3.11447 5.23090 6.66483
57 H 2.51657 3.84593 4.77447
58 H 2.42785 5.45191 4.02530
59 H -0.62923 5.76101 5.76348
60 H -0.80572 4.00674 5.96906
61 C 0.84555 1.11342 2.00673
62 C 1.55391 2.18475 2.82037
63 C 2.99797 2.00568 2.38197
64 O 2.96023 1.53672 1.02950
65 C 1.62057 1.15301 0.69891
66 H -0.22128 1.29513 1.87278
67 H 0.96758 0.13827 2.48740
68 H 1.19393 3.17319 2.52811
69 H 1.41929 2.07954 3.89547
70 H 3.50799 1.24959 2.98984
71 H 3.57218 2.93294 2.42936
72 H 1.20991 1.90478 0.01491
73 H 1.63554 0.18985 0.18545
74 C -0.35747 -10.87633 -6.56943
75 C 0.38467 -10.18254 -5.43797
76 C -0.30691 -8.83099 -5.39344
77 O -1.66012 -9.05058 -5.81666
78 C -1.77477 -10.36370 -6.37511
79 H -0.29249 -11.96359 -6.53695
80 H 0.03428 -10.53961 -7.53311
81 H 0.21936 -10.71961 -4.49997
82 H 1.45902 -10.10306 -5.59927
83 H 0.15678 -8.12439 -6.08908
84 H -0.30259 -8.38900 -4.39829
85 H -2.32910 -10.98837 -5.66584
86 H -2.33879 -10.31480 -7.30778
87 C -4.47261 -0.54912 2.72237
88 C -2.98658 -0.23451 2.75732
89 C -2.86004 0.53624 4.06067
90 O -3.86824 0.02333 4.93876
91 C -4.77252 -0.79871 4.19114
92 H -4.72792 -1.39690 2.08739
93 H -5.02973 0.32257 2.36807
94 H -2.41110 -1.16229 2.81327
95 H -2.63616 0.33022 1.89393
96 H -3.05116 1.60524 3.91091
97 H -1.87944 0.42169 4.52609
98 H -4.58550 -1.84351 4.46233
99 H -5.79939 -0.54906 4.46183

E_LUMO   0.37 eV
M   599.13 g mol⁻¹
Energy relative to the best compared isomer or geometry (same formula, charge and spin)   15.8 kcal/mol
Total charge   0
SMILES string   C[C@@H](Cl)C[SiH2]CB(O)O.C1CCOC1.C1CCOC1.C1CCOC1.C1CCOC1.C1CCOC1.C1CCOC1
Kohn-Sham gap   0.3565 Eh
Electronic energy   -67465.534 eV
Spin multiplicity   1
HOMO level   -9.33 eV

Here are the Löwdin charges for atoms 1 to 8, given in e: number 1, C, carries -0.116; number 2, C, carries -0.724; number 3, Cl, carries 0.572; number 4, C, carries -0.351; number 5, Si, carries 0.678; number 6, C, carries -0.198; number 7, B, carries -0.654; number 8, O, carries 0.121

***

2.
Molecular formula: C28H60O18S6
Method: DFT, ωB97M-V/def2-TZVPD

Atoms and positions in Å:
1 C 13.45024 18.53083 -14.53410
2 C 12.51630 19.62000 -15.07411
3 C 12.17385 20.76699 -14.18469
4 O 12.10951 21.92844 -15.02287
5 C 12.68341 21.57364 -16.23055
6 O 12.81174 22.32878 -17.17685
7 O 13.02661 20.36316 -16.20442
8 H 13.18992 17.92550 -13.66581
9 H 14.33458 19.03842 -14.14889
10 H 13.86653 17.89943 -15.31904
11 H 11.60120 19.17217 -15.46158
12 H 12.80489 20.68783 -13.29946
13 H 11.18289 20.74387 -13.73129
14 C 5.43866 18.78869 -14.16831
15 C 6.64753 19.57149 -13.71213
16 C 6.75737 19.44710 -12.20007
17 O 8.07864 18.79877 -12.17506
18 C 8.64519 18.80895 -13.38149
19 O 9.78645 18.30617 -13.47448
20 O 7.78657 19.12428 -14.33062
21 H 5.38858 18.95559 -15.24430
22 H 4.62519 19.30886 -13.66255
23 H 5.42820 17.70963 -14.01466
24 H 6.56264 20.60996 -14.03224
25 H 5.99970 18.71020 -11.93360
26 H 6.84534 20.43219 -11.74186
27 C 11.59654 15.35824 -12.63562
28 C 10.87434 15.21065 -11.25404
29 C 10.51547 13.83513 -10.66881
30 O 11.28486 13.86028 -9.43755
31 C 11.52419 15.14241 -9.17308
32 O 11.68900 15.48732 -8.03128
33 O 11.61353 15.84710 -10.18247
34 H 12.51516 15.94400 -12.60191
35 H 11.15227 16.13691 -13.25561
36 H 11.74058 14.55087 -13.35362
37 H 10.08545 15.94041 -11.43629
38 H 11.06279 13.03474 -11.16672
39 H 9.48992 13.72173 -10.31738
40 C 7.53200 15.97559 -18.50839
41 C 7.19021 15.01500 -17.37619
42 C 8.17231 14.76480 -16.32158
43 O 7.23782 14.44794 -15.24408
44 C 6.06440 15.01214 -15.38607
45 O 5.16210 15.24406 -14.57735
46 O 6.14805 15.55593 -16.56774
47 H 8.44865 15.64312 -18.99554
48 H 7.71662 16.94354 -18.04246
49 H 6.79356 16.34615 -19.21937
50 H 6.90582 13.99135 -17.61982
51 H 8.91766 15.50367 -16.02726
52 H 8.69334 13.82645 -16.51168
53 C 6.46871 20.58856 -8.30228
54 S 6.60966 22.27065 -8.98310
55 O 7.63617 22.25979 -10.10912
56 C 4.99992 22.30898 -9.95870
57 H 5.54312 20.54938 -7.72796
58 H 7.30756 20.69498 -7.61445
59 H 6.55885 19.77438 -9.02136
60 H 5.13649 22.14452 -11.02753
61 H 4.50466 23.27754 -10.02743
62 H 4.37985 21.50232 -9.56765
63 C 6.47747 20.44381 -17.70762
64 S 5.10103 21.51899 -17.17289
65 O 5.14870 21.78627 -15.62706
66 C 5.57209 23.26872 -17.77572
67 H 6.41113 19.50049 -17.16555
68 H 7.41401 20.93006 -17.43455
69 H 6.34779 20.39501 -18.78878
70 H 5.32835 23.41043 -18.82863
71 H 6.58116 23.64538 -17.60839
72 H 4.95505 24.04022 -17.31513
73 C 5.21832 16.97276 -9.28914
74 S 4.91611 15.66668 -10.53686
75 O 4.69124 14.41797 -9.72341
76 C 6.73597 15.50911 -11.09193
77 H 5.86698 17.66278 -9.82879
78 H 5.76118 16.67703 -8.39140
79 H 4.27468 17.31590 -8.86500
80 H 7.54338 15.70905 -10.38751
81 H 6.88306 16.21874 -11.90612
82 H 6.78614 14.60308 -11.69583
83 C 0.41820 18.62970 -11.13239
84 S 2.18494 19.02508 -10.56573
85 O 2.21186 19.40902 -9.15834
86 C 2.48954 20.57479 -11.63853
87 H -0.18860 19.46618 -10.78571
88 H -0.01552 17.67397 -10.83815
89 H 0.34920 18.61677 -12.22013
90 H 2.10714 21.47298 -11.15363
91 H 2.04629 20.47481 -12.62930
92 H 3.55333 20.49285 -11.86155
93 C 6.43970 23.86453 -13.45569
94 S 7.37044 24.52644 -14.88923
95 O 8.42749 25.52010 -14.37791
96 C 8.33255 22.93663 -15.07988
97 H 5.65621 23.19840 -13.81695
98 H 5.95299 24.62689 -12.84740
99 H 7.04113 23.25935 -12.77736
100 H 7.68902 22.13882 -15.45065
101 H 8.79856 22.59545 -14.15548
102 H 9.10538 23.37245 -15.71304
103 C 0.51098 17.78922 -16.75970
104 S 2.04390 16.82189 -17.17172
105 O 2.08607 16.49059 -18.69539
106 C 3.40383 17.96960 -16.61940
107 H 0.48820 18.19574 -15.74860
108 H -0.37873 17.18888 -16.94974
109 H 0.45999 18.56785 -17.52077
110 H 3.07333 18.47316 -15.71094
111 H 3.64704 18.73227 -17.35918
112 H 4.35541 17.45676 -16.47942

E_LUMO   -0.16 eV
M   877.17 g mol⁻¹
Energy relative to the best compared isomer or geometry (same formula, charge and spin)   150.6 kcal/mol
Total charge   0
Kohn-Sham gap   0.3255 Eh
Electronic energy   -131865.154 eV
Spin multiplicity   1
HOMO level   -9.02 eV

Here are the Löwdin charges for atoms 1 to 8, given in e: number 1, C, carries 0.001; number 2, C, carries -0.282; number 3, C, carries -0.111; number 4, O, carries 0.068; number 5, C, carries -0.599; number 6, O, carries 0.129; number 7, O, carries 0.126; number 8, H, carries 0.072